No. 1
The following is a quantum chemistry calculation of a molecular structure, C10H14F5O10PS2, from the Open Molecules 2025 dataset.

## Properties
HOMO-LUMO gap: 9.96 eV
E_HOMO: -10.104 eV

ORCA input file:
```
! RIJCOSX wB97M-V def2-TZVPD def2/J DEFGRID3
* xyz 0 1
O -5.5193 2.0763 1.1246
P -5.1225 0.7620 0.6480
O -3.7088 0.2241 1.3526
S -2.5343 1.4328 1.2241
O -2.7225 1.9633 -0.0739
O -1.0221 0.6393 1.3079
S -0.4724 -0.0796 -0.0596
O 0.6617 -0.8346 0.3197
O -0.1256 0.8197 -1.0817
C -1.6689 -1.3673 -0.6567
F -2.7767 -0.8697 -1.1483
F -1.8859 -2.1615 0.3809
C -1.0108 -2.2800 -1.7855
F -1.8950 -2.4520 -2.7452
F -0.6962 -3.4593 -1.3169
F 0.0553 -1.7371 -2.3220
H -6.1541 -0.1459 0.9824
H -4.9983 0.7198 -0.7573
O 2.4155 -6.9606 2.4656
C 2.1673 -5.8974 1.9816
O 0.9271 -5.5408 1.5585
C 0.9782 -4.2489 0.9275
C 2.2291 -3.5846 1.4766
C 3.1510 -4.7779 1.7030
H 1.0264 -4.3926 -0.1509
H 0.0770 -3.6917 1.1696
H 2.6395 -2.8267 0.8123
H 2.0060 -3.1068 2.4322
H 3.7243 -5.0273 0.8087
H 3.8150 -4.6260 2.5494
O -0.9775 5.0192 0.0573
C 0.1345 5.1022 -0.3692
O 1.2234 5.3066 0.4173
C 2.3939 5.4669 -0.4014
C 2.0509 4.8002 -1.7235
C 0.5496 5.0438 -1.8249
H 2.5950 6.5350 -0.5138
H 3.2448 4.9992 0.0895
H 2.6210 5.1930 -2.5640
H 2.2442 3.7278 -1.6587
H 0.3210 6.0016 -2.2951
H 0.0391 4.2355 -2.3412
*
```



No. 2
The following is a quantum chemistry calculation of C10H14I2O in the gas phase, from the Open Molecules 2025 dataset.

## Properties
HOMO-LUMO gap (alpha / beta): 5.82 / 5.96 eV
Relative energy (zero: lowest compared OMol25 entry of this formula, charge and spin): 79.6 kcal/mol
E_HOMO (alpha / beta): -5.492 / -8.758 eV

ORCA input file:
```
! RIJCOSX wB97M-V def2-TZVPD def2/J DEFGRID3
* xyz 0 3
C 1.8379 -1.7629 -1.7388
C 2.8370 -2.1285 -0.9356
C 0.9160 -0.7522 -1.2203
C 3.1913 -1.2285 0.1862
C 2.3706 -0.8434 1.1602
C -0.1147 -0.9242 -0.3715
C -2.2735 0.1712 -0.6759
C -0.1700 1.5484 -0.3540
C -1.2870 0.0922 1.5573
C -0.9380 0.2170 0.1254
O 2.7289 0.1131 2.0039
I 5.1468 -0.0871 -0.0032
I -0.6587 -2.8872 0.0981
H 1.5942 -2.1890 -2.7040
H 3.5904 -2.9398 -1.3391
H 1.3164 0.1094 -1.6357
H 1.4203 -1.2706 1.3944
H -2.9242 -0.5408 -0.2784
H -1.9729 0.1205 -1.7891
H -2.8938 1.0374 -0.4384
H 0.8621 1.5385 -0.0954
H -0.3245 1.9077 -1.4516
H -0.5869 2.2352 0.3757
H -1.4490 0.9795 2.1569
H -0.5761 -0.4119 2.0739
H -2.1684 -0.3976 1.7630
H 3.6373 0.3715 2.1125
*
```



No. 3
The following is a quantum chemistry calculation of C10H14N2OS in the gas phase, from the Open Molecules 2025 dataset.

## Properties
HOMO-LUMO gap: 8.89 eV
Relative energy (zero: lowest compared OMol25 entry of this formula, charge and spin): 16.5 kcal/mol
SMILES: OCCNC(=S)NCc1ccccc1
E_HOMO: -8.187 eV

ORCA input file:
```
! RIJCOSX wB97M-V def2-TZVPD def2/J DEFGRID3
* xyz 0 1
O -2.1662 -1.2440 0.6695
C -2.6125 -0.2038 1.5610
C -1.5159 0.4275 2.3911
N -0.3713 0.7166 1.5624
C 0.5860 1.5947 1.8008
S 0.8585 2.4451 3.2226
N 1.5610 1.6665 0.7891
C 1.2560 1.6588 -0.6878
C 1.0684 0.2539 -1.3197
C 0.2053 0.0844 -2.4026
C -0.0348 -1.2381 -2.9047
C 0.6626 -2.3241 -2.3727
C 1.5311 -2.1190 -1.2861
C 1.6990 -0.8470 -0.7747
H -1.4005 -1.6770 1.0459
H -3.0415 0.5768 0.9371
H -3.3879 -0.6576 2.1651
H -1.8468 1.3697 2.8627
H -1.2000 -0.2053 3.2248
H -0.2719 0.2884 0.6185
H 2.2057 2.4898 0.9872
H 0.3029 2.2350 -0.8013
H 2.0387 2.1424 -1.2704
H -0.2798 0.9588 -2.8203
H -0.6748 -1.3707 -3.7720
H 0.4675 -3.3496 -2.6452
H 2.1110 -3.0108 -0.9273
H 2.2502 -0.6615 0.1470
*
```



No. 4
The following is a quantum chemistry calculation of a molecular structure, C10H14N2PTl, from the Open Molecules 2025 dataset.

## Properties
HOMO-LUMO gap: 4.44 eV
Relative energy (zero: lowest compared OMol25 entry of this formula, charge and spin): 20.4 kcal/mol
E_HOMO: -5.207 eV

ORCA input file:
```
! RIJCOSX wB97M-V def2-TZVPD def2/J DEFGRID3
* xyz 0 1
C 4.1254 -1.1591 0.2099
C 3.8451 -0.8189 1.5590
C 2.8922 -1.7772 2.0748
C 2.6300 -2.7207 1.0217
C 3.3876 -2.3299 -0.1140
Tl 1.0820 1.2195 -0.8232
P 1.2668 1.5280 -3.3219
H 4.8102 -0.6119 -0.4330
H 4.1911 0.0631 2.1027
H 2.3494 -1.6906 3.0164
H 3.4355 -2.8691 -1.0648
H 1.9289 -3.5518 1.0779
H 1.3848 0.6009 -4.4246
H 2.2368 2.5382 -3.6528
H 0.0295 2.2137 -3.6628
N -5.0076 1.4108 0.6856
C -3.7352 0.9544 0.5649
C -3.3424 0.1099 -0.5289
C -2.0243 -0.3241 -0.5913
N -1.0592 0.0103 0.3237
C -1.4280 0.8440 1.3296
C -2.7151 1.3474 1.4881
H -5.7297 1.1044 0.0557
H -5.2815 1.9665 1.4620
H -4.0295 -0.2203 -1.3062
H -1.7081 -0.9777 -1.4058
H -0.6402 1.1212 2.0303
H -2.8944 2.0191 2.3270
*
```



No. 5
The following is a quantum chemistry calculation of a gas-phase ion, C10H14N3 (charge +1), from the Open Molecules 2025 dataset.

## Properties
HOMO-LUMO gap (alpha / beta): 7.70 / 7.70 eV
Relative energy (zero: lowest compared OMol25 entry of this formula, charge and spin): 108.0 kcal/mol
E_HOMO (alpha / beta): -12.948 / -12.948 eV

ORCA input file:
```
! RIJCOSX wB97M-V def2-TZVPD def2/J DEFGRID3
* xyz 1 1
C 4.0597 0.1538 -0.2532
C 3.5033 0.4873 0.9789
C 3.3295 -0.1224 -1.3902
C 2.1239 0.1600 1.1919
C 1.9450 -0.2284 -1.2250
C 1.3190 -0.1880 0.0668
C -0.9381 -1.0160 -0.7513
C -0.0434 -0.5677 0.3089
C -2.2721 -0.3256 -0.6387
C -3.0546 -0.9793 0.5653
N -2.1766 1.0680 -0.4959
N -1.1410 1.4645 0.0284
N -0.9910 2.7095 0.3181
H 5.1714 0.0200 -0.1628
H 4.1494 0.6707 1.7021
H 3.7616 -0.2274 -2.3488
H 1.6042 0.5726 1.9837
H 1.3275 -0.3863 -2.1691
H -0.4435 -0.8922 -1.6528
H -0.8408 -2.1462 -0.5691
H -0.4584 -0.5341 1.3225
H -2.7383 -0.4213 -1.6469
H -2.7489 -0.4435 1.4745
H -2.6544 -1.9254 0.6712
H -4.2340 -0.9350 0.5556
H -0.0219 3.1375 0.4569
H -1.6818 3.3519 0.0283
*
```



No. 6
The following is a quantum chemistry calculation of 2 unconnected molecules or ions with the total composition C10H14N3S, from the Open Molecules 2025 dataset.

## Properties
HOMO-LUMO gap: 8.53 eV
Relative energy (zero: lowest compared OMol25 entry of this formula, charge and spin): 0.0 kcal/mol
E_HOMO: -12.921 eV

ORCA input file:
```
! RIJCOSX wB97M-V def2-TZVPD def2/J DEFGRID3
* xyz 1 1
C 1.8926 2.5492 -0.2005
C 1.5548 -3.3384 -0.7539
C 1.3678 -2.1504 -1.5309
C 1.1760 -3.3256 0.5550
C 0.6002 -1.0776 -1.1050
C 0.4220 -2.2326 1.0633
C 0.0574 -1.1239 0.1831
C -2.2884 0.7985 -0.8569
C -1.0080 1.2615 -0.1099
C -0.5700 0.0392 0.7468
N 1.5184 3.3861 -0.9985
N -0.9003 0.1319 1.9653
N -1.1655 2.3181 0.8385
S 2.1764 1.3742 0.8390
H 2.0277 -4.2175 -1.1966
H 1.8320 -2.0781 -2.5462
H 1.3323 -4.1945 1.0995
H 0.4830 -0.1793 -1.6230
H 0.1134 -2.2974 2.1162
H -2.5897 1.3880 -1.7267
H -2.2633 -0.2402 -1.0490
H -3.1895 0.9991 -0.2521
H -0.2946 1.6420 -0.8059
H -1.5823 0.8456 2.2451
H -0.5715 -0.3653 2.8089
H -1.8186 3.0141 0.7453
H -0.2627 2.8644 0.9703
H 1.9506 4.2092 -1.4212
*
```



No. 7
The following is a quantum chemistry calculation of 2 unconnected molecules or ions with the total composition C10H14N3S, from the Open Molecules 2025 dataset.

## Properties
HOMO-LUMO gap (alpha / beta): 6.77 / 6.78 eV
Relative energy (zero: lowest compared OMol25 entry of this formula, charge and spin): 69.1 kcal/mol
E_HOMO (alpha / beta): -11.606 / -11.607 eV

ORCA input file:
```
! RIJCOSX wB97M-V def2-TZVPD def2/J DEFGRID3
* xyz 1 1
C -0.4606 -3.4838 -1.2915
C -0.5987 -2.5660 -0.3423
C 0.7264 -3.5038 -2.0620
C 1.8145 -2.6769 -1.7552
C 0.5025 -1.6431 -0.0604
C -2.6215 2.7659 2.0642
C -1.4040 3.0343 1.6429
C -1.6494 0.5408 -0.9170
C 2.7578 -0.9601 -0.3525
C -0.6443 2.3058 0.4684
N 1.6447 -1.8250 -0.7340
N -1.6180 1.7716 -0.5689
N 0.3668 -0.5900 0.7151
S -2.1037 -0.7548 -1.5915
H -1.2845 -3.9838 -1.5868
H -1.5858 -2.4561 0.2883
H 0.7843 -4.3189 -2.8146
H 2.7135 -2.6940 -2.2800
H -3.1467 3.2350 2.9355
H -3.3043 2.0703 1.4092
H -0.6611 3.6923 2.2972
H 3.6545 -1.5382 -0.3850
H 2.7718 -0.1253 -1.1173
H 2.5033 -0.4816 0.6306
H -0.1877 1.3768 0.7789
H 0.0656 2.9287 -0.0881
H -2.0059 2.6236 -1.1332
H -0.1904 -0.8685 1.5112
*
```



No. 8
The following is a quantum chemistry calculation of C10H14N4 in the gas phase, from the Open Molecules 2025 dataset.

## Properties
HOMO-LUMO gap (alpha / beta): 6.48 / 6.49 eV
Relative energy (zero: lowest compared OMol25 entry of this formula, charge and spin): 92.6 kcal/mol
E_HOMO (alpha / beta): -5.643 / -5.646 eV

ORCA input file:
```
! RIJCOSX wB97M-V def2-TZVPD def2/J DEFGRID3
* xyz 0 1
C 4.1566 -0.3327 -1.1426
C 4.3561 -0.7646 0.1609
C 2.9828 0.4043 -1.2960
C -1.0583 1.1819 -0.7000
C -1.1718 -1.3814 0.2962
C -2.0302 0.7658 0.4108
C -2.4410 -0.6907 0.1609
C 1.0191 0.5428 0.2512
C -3.1330 -0.8917 -1.2367
C 0.7715 0.6477 1.7550
N 3.2367 -0.3500 0.7678
N 0.2025 1.0223 -0.7105
N -0.1695 -1.9016 0.5011
N 2.3804 0.3377 -0.0787
H 5.0086 -0.1593 -1.7821
H 5.1300 -1.2846 0.5925
H 2.6236 1.0534 -2.1232
H -1.5414 1.6041 -1.5653
H -1.4305 0.8240 1.3065
H -2.9285 1.2991 0.1567
H -3.1128 -1.1739 0.9097
H -2.9712 -0.0954 -1.8855
H -4.1158 -1.0929 -1.1047
H -2.6951 -1.8549 -1.7331
H 1.7902 0.9727 2.3298
H 0.3670 -0.2715 2.1914
H 0.0437 1.4537 2.0707
H 2.7828 -0.6142 1.5985
*
```



No. 9
The following is a quantum chemistry calculation of 2 unconnected molecules or ions with the total composition C10H14NO2, from the Open Molecules 2025 dataset.

## Properties
HOMO-LUMO gap: 2.75 eV
Relative energy (zero: lowest compared OMol25 entry of this formula, charge and spin): 10.7 kcal/mol
E_HOMO: -1.542 eV

ORCA input file:
```
! RIJCOSX wB97M-V def2-TZVPD def2/J DEFGRID3
* xyz -1 1
C 2.4911 2.6398 1.2211
C 1.5290 2.6843 0.0136
C 1.8509 1.6679 -1.1120
C 1.8928 0.1742 -0.6618
N 2.9513 -0.4894 -1.4385
H 2.0347 3.2402 2.0267
H 3.4740 3.0819 1.0245
H 2.6359 1.6404 1.6378
H 0.5128 2.4938 0.3747
H 1.6002 3.6925 -0.4212
H 2.7506 1.9157 -1.6812
H 1.0206 1.7496 -1.8377
H 0.9216 -0.3265 -0.8143
H 2.1403 0.0686 0.4139
H 3.5716 -0.9285 -0.7590
C -1.4039 -2.1375 -0.5593
C -2.1871 -3.2018 -0.3432
C -3.4553 -3.0855 0.3985
O -4.1729 -4.0579 0.5983
C -3.8253 -1.7458 0.8941
C -3.0424 -0.6823 0.6811
C -1.7748 -0.7982 -0.0647
O -1.0595 0.1722 -0.2665
H -0.4678 -2.2073 -1.1013
H -1.9281 -4.1909 -0.6993
H -4.7603 -1.6761 1.4365
H -3.3004 0.3067 1.0394
*
```



No. 10
The following is a quantum chemistry calculation of C10H14OS in the gas phase, from the Open Molecules 2025 dataset.

## Properties
HOMO-LUMO gap: 8.99 eV
Relative energy (zero: lowest compared OMol25 entry of this formula, charge and spin): 70.8 kcal/mol
SMILES: CC(C)(C)C1=C[C@@H](C(O)=S)C=C1
E_HOMO: -8.705 eV

ORCA input file:
```
! RIJCOSX wB97M-V def2-TZVPD def2/J DEFGRID3
* xyz 0 1
C 1.6428 -1.0056 1.4633
C 1.5284 -0.2268 0.1641
C 2.5671 0.8468 -0.0578
C 1.8709 -1.2972 -1.0028
C 0.1574 0.2141 -0.1057
C -0.9048 -0.5736 0.0416
C -2.1689 0.0798 -0.4134
C -3.5553 0.0113 0.2736
O -3.7340 0.8820 1.2685
S -4.7584 -0.9640 -0.2340
C -1.6067 1.5082 -0.7494
C -0.2905 1.5409 -0.5416
H 1.8684 -0.2008 2.1708
H 0.7171 -1.3740 1.6534
H 2.4493 -1.8063 1.4732
H 2.8005 1.3778 0.9025
H 2.2823 1.7881 -0.6439
H 3.5749 0.5679 -0.4767
H 1.1858 -2.2038 -0.7214
H 2.9538 -1.6465 -1.0711
H 1.6730 -0.7872 -1.8831
H -1.0132 -1.6942 0.2522
H -2.4829 -0.5315 -1.3902
H -4.6887 0.7692 1.4353
H -2.3208 2.3493 -1.0733
H 0.2527 2.3760 -0.7340
*
```



No. 11
The following is a quantum chemistry calculation of a molecular structure, C10H14Si, from the Open Molecules 2025 dataset.

## Properties
HOMO-LUMO gap: 8.56 eV
Relative energy (zero: lowest compared OMol25 entry of this formula, charge and spin): 129.1 kcal/mol
E_HOMO: -7.792 eV

ORCA input file:
```
! RIJCOSX wB97M-V def2-TZVPD def2/J DEFGRID3
* xyz 0 1
C 1.1471 -1.7392 2.8920
C 0.2204 -1.4056 2.2023
C 1.2826 2.0106 2.1614
C 1.7073 -0.0527 -2.6000
C -1.7161 0.9073 -2.0905
C 1.3140 1.9191 0.8417
C 1.5350 -0.3453 -1.3189
C -1.1330 1.3682 -0.9925
C -1.4350 -2.0255 0.4653
C -0.8164 -0.9653 1.3450
Si 0.3975 0.6259 -0.1773
H 1.9356 -2.0474 3.5116
H 1.8075 2.7862 2.6984
H 0.7354 1.3015 2.7597
H 2.3715 -0.6172 -3.2386
H 1.1875 0.7676 -3.0699
H -2.6328 1.3230 -2.4832
H -1.2934 0.0902 -2.6542
H 1.8917 2.6517 0.2818
H 2.0801 -1.1797 -0.8960
H -1.6115 2.1868 -0.4655
H -2.0822 -1.5683 -0.2799
H -2.0316 -2.7217 1.0600
H -0.6638 -2.5983 -0.0467
H -1.5437 -0.3265 1.8393
*
```



No. 12
The following is a quantum chemistry calculation of C10H14Si in the gas phase, from the Open Molecules 2025 dataset.

## Properties
HOMO-LUMO gap: 9.41 eV
Relative energy (zero: lowest compared OMol25 entry of this formula, charge and spin): 47.7 kcal/mol
SMILES: C=C(c1ccccc1)[SiH](C)C
E_HOMO: -8.658 eV

ORCA input file:
```
! RIJCOSX wB97M-V def2-TZVPD def2/J DEFGRID3
* xyz 0 1
C 1.5613 -0.7886 1.4919
C 0.6088 -0.4128 0.5934
C -0.0316 0.9781 0.7142
C 0.6619 1.9868 1.3295
C 0.2754 3.3134 1.1077
C -0.8909 3.5094 0.3737
C -1.6193 2.4593 -0.1832
C -1.1925 1.1962 0.0151
Si 0.3737 -1.5094 -0.9709
C 1.2472 -3.1983 -0.7017
C -1.4267 -1.8655 -1.4428
H 1.9976 -1.7995 1.3276
H 1.7885 -0.2939 2.3749
H 1.5650 1.7408 1.8964
H 0.6843 4.2051 1.5461
H -1.1267 4.5987 0.3436
H -2.5152 2.7318 -0.7208
H -1.6095 0.3061 -0.4995
H 0.7721 -0.8276 -2.1546
H 1.4738 -3.6941 -1.6743
H 2.2505 -3.1099 -0.2546
H 0.5108 -3.7001 -0.1244
H -2.0587 -1.5825 -0.6145
H -1.7930 -1.2408 -2.2066
H -1.5067 -3.0028 -1.5663
*
```